--- P ---
ORCA calculation (the ωB97M-V functional and the def2-TZVPD basis) on one molecule with the formula C5H10O2.

Last column: natural (NBO) charge in e.
CARTESIAN COORDINATES (ANGSTROEM)
C 2.6002 0.0695 0.1973  -0.66
C 1.3924 0.2707 -0.6026  0.03
O 0.8465 1.5823 -0.4870  -0.49
C 0.0840 0.5824 0.1110  0.06
C -1.4273 0.2605 -0.3661  0.09
C -1.6979 -1.1193 0.1309  -0.65
O -2.3055 1.1664 0.1768  -0.73
H 2.7605 0.9920 0.7858  0.24
H 3.4715 -0.0760 -0.4795  0.22
H 2.7134 -0.9096 0.7673  0.22
H 1.4283 0.0183 -1.6649  0.19
H 0.1589 0.4064 1.2254  0.17
H -1.6287 0.4217 -1.5277  0.18
H -1.6871 -1.0587 1.1689  0.20
H -1.0798 -1.9902 -0.1199  0.23
H -2.6775 -1.4887 -0.1981  0.22
H -2.9517 0.8722 0.8824  0.48

Highest occupied orbital energy ... -9.7 eV
Spin multiplicity ... 1
SMILES string ... C[C@@H]1O[C@H]1[C@@H](C)O
Gap between HOMO and LUMO ... 10.66 eV

=====

--- Q ---
ORCA calculation (the ωB97M-V functional and the def2-TZVPD basis) on a 2-piece molecular cluster, C5H10O2 overall.

Last column: natural (NBO) charge in e.
CARTESIAN COORDINATES (ANGSTROEM)
C 1.1597 -1.5744 1.2600  -0.72
C -0.2156 -1.0266 0.9951  0.60
C -0.6010 0.2665 1.6610  -0.73
O -0.9913 -1.6089 0.2356  -0.57
H 1.8036 -1.3497 0.4059  0.24
H 1.0969 -2.6560 1.4064  0.24
H 1.5858 -1.1303 2.1626  0.22
H 0.2897 0.8118 1.9831  0.22
H -1.1423 0.8931 0.9472  0.24
H -1.2350 0.0558 2.5247  0.24
C -0.8371 0.9812 -2.2145  -0.73
C 0.5186 1.1326 -1.5969  0.44
O 0.8324 2.0656 -0.8663  -0.53
H -1.3286 0.1036 -1.7908  0.26
H -1.4418 1.8689 -2.0152  0.23
H -0.7246 0.8507 -3.2927  0.23
H 1.2307 0.3162 -1.8053  0.11

Highest occupied orbital energy ... -9.8 eV
Spin multiplicity ... 1
SMILES string ... CC(C)=O.CC=O
Gap between HOMO and LUMO ... 10.74 eV

=====

--- R ---
ORCA calculation (the ωB97M-V functional and the def2-TZVPD basis) on a 2-piece molecular cluster, C5H10O2 overall.

Last column: natural (NBO) charge in e.
CARTESIAN COORDINATES (ANGSTROEM)
C 1.1384 -0.2327 1.0721  -0.69
C 0.4109 0.1507 -0.1792  0.22
C 1.0736 -0.2371 -1.4591  -0.66
C -0.6831 0.9742 -0.1893  -0.45
C -1.2229 1.6560 0.9690  0.39
O -2.1467 2.4412 0.9351  -0.54
H 1.9526 -0.9142 0.8549  0.22
H 1.5381 0.6505 1.5719  0.23
H 0.4618 -0.7330 1.7631  0.24
H 0.5780 0.1912 -2.3264  0.22
H 2.1181 0.0744 -1.4595  0.23
H 1.0509 -1.3250 -1.5445  0.24
H -1.0279 1.3650 -1.1392  0.22
H -0.7884 1.3566 1.9429  0.10
O -1.1592 -1.8866 -0.0838  -0.96
H -1.6457 -2.5276 -0.6241  0.48
H -1.6485 -1.0036 -0.1038  0.50

Highest occupied orbital energy ... -9.6 eV
Spin multiplicity ... 1
SMILES string ... CC(C)=CC=O.O
Gap between HOMO and LUMO ... 9.90 eV

=====

--- S ---
ORCA calculation (the ωB97M-V functional and the def2-TZVPD basis) on a 2-piece molecular cluster, C5H10O2 overall.

Last column: natural (NBO) charge in e.
CARTESIAN COORDINATES (ANGSTROEM)
C 0.7054 0.9935 2.5137  -0.36
C 0.5020 1.2817 1.2229  -0.24
C 0.3180 0.4536 0.0488  0.25
O -0.1751 0.8817 -1.2513  -0.74
C 0.7313 -0.8663 0.1337  -0.21
C 0.8351 -1.7790 -1.0394  -0.65
H 0.3956 0.0548 3.0781  0.19
H 1.2438 1.6060 3.0489  0.18
H 0.8367 2.3209 0.9387  0.20
H -0.7931 1.7239 -1.3382  0.49
H 1.0131 -0.9626 1.1632  0.22
H -0.0499 -2.3066 -1.2108  0.22
H 1.5508 -2.5938 -0.8827  0.22
H 1.1959 -1.1705 -1.9262  0.24
O -3.0675 0.3324 -1.4418  -0.95
H -3.1037 -0.5916 -1.6156  0.47
H -2.1383 0.6220 -1.4420  0.47

Highest occupied orbital energy ... -8.4 eV
Spin multiplicity ... 1
SMILES string ... C=C/C(O)=C/C.O
Gap between HOMO and LUMO ... 8.99 eV

=====

In eV, relative to the most stable structure: P 1.876; Q 0.000; R 0.460; S 2.374.

=====

--- P ---
ORCA calculation (the ωB97M-V functional and the def2-TZVPD basis) on a 2-piece molecular cluster, C5H10O2 overall.

Last column: natural (NBO) charge in e.
CARTESIAN COORDINATES (ANGSTROEM)
C 2.6002 -1.0406 -0.3033  -0.63
C 1.3259 -1.3933 0.4574  -0.11
O 0.2233 -0.6856 0.0079  -0.40
C -1.8014 0.5436 0.0373  -0.01
C -2.0527 1.8295 0.7370  -0.69
C -1.2818 0.4461 -1.2561  0.22
O -0.8863 -0.6769 -1.6615  -0.42
H 2.8128 0.0295 -0.2080  0.21
H 3.4616 -1.6081 0.0694  0.21
H 2.4652 -1.2663 -1.3661  0.22
H 1.1276 -2.4800 0.4148  0.17
H 1.4438 -1.1513 1.5302  0.20
H -2.0734 -0.3861 0.5245  0.21
H -3.1057 1.9077 1.0422  0.23
H -1.4560 1.8739 1.6587  0.24
H -1.7915 2.6918 0.1149  0.22
H -1.0117 1.3661 -1.7992  0.13

Highest occupied orbital energy (alpha / beta) ... -8.9 / -9.4 eV
Spin multiplicity ... 1
Gap between HOMO and LUMO (alpha / beta) ... 8.36 / 8.46 eV

=====

--- Q ---
ORCA calculation (the ωB97M-V functional and the def2-TZVPD basis) on one molecule with the formula C5H10O2.

Last column: natural (NBO) charge in e.
CARTESIAN COORDINATES (ANGSTROEM)
C 2.1277 -0.2229 -0.3643  -0.64
C 0.7713 0.2762 0.1684  0.07
O -0.0128 1.0797 -0.7334  -0.55
C -1.3327 1.1533 -0.1295  -0.09
C -1.5159 -0.1305 0.7106  -0.46
C -0.2415 -0.8737 0.3406  0.07
O -0.4138 -1.4241 -0.9579  -0.72
H 2.6597 0.5240 -0.9665  0.22
H 2.0315 -1.1559 -0.9411  0.23
H 2.7637 -0.4608 0.5039  0.22
H 0.9350 0.8859 1.0764  0.17
H -2.0945 1.2408 -0.9113  0.20
H -1.3984 2.0539 0.4902  0.18
H -1.5780 0.0867 1.7823  0.21
H -2.3829 -0.7293 0.4148  0.23
H 0.0342 -1.6728 1.0312  0.19
H -0.3525 -0.6305 -1.5144  0.47

Highest occupied orbital energy ... -9.9 eV
Spin multiplicity ... 1
SMILES string ... C[C@H]1OCC[C@H]1O
Gap between HOMO and LUMO ... 10.96 eV

=====

--- R ---
ORCA calculation (the ωB97M-V functional and the def2-TZVPD basis) on one molecule with the formula C5H10O2.

Last column: natural (NBO) charge in e.
CARTESIAN COORDINATES (ANGSTROEM)
C -1.4707 1.1136 -1.5945  -0.26
O -0.1994 0.6998 -1.0980  -0.56
C -0.3190 0.5544 0.2908  0.03
C -0.9135 -0.9030 0.3358  -0.40
C 0.3569 -0.5641 1.0112  -0.28
C 1.7373 -0.9535 0.6031  -0.06
O 2.6700 -0.0556 1.1838  -0.71
H -1.3976 2.1853 -1.7829  0.18
H -2.3200 0.9482 -0.9041  0.18
H -1.6902 0.5729 -2.5214  0.19
H -0.2194 1.5496 0.7744  0.21
H -1.8483 -1.1315 0.8118  0.22
H -0.7648 -1.4579 -0.6085  0.23
H 0.1960 -0.5064 2.0880  0.23
H 1.9843 -1.9475 0.9732  0.18
H 1.8006 -0.9420 -0.4947  0.17
H 2.3977 0.8377 0.9318  0.46

Highest occupied orbital energy ... -9.2 eV
Spin multiplicity ... 1
SMILES string ... CO[C@H]1C[C@H]1CO
Gap between HOMO and LUMO ... 10.21 eV

=====

--- S ---
ORCA calculation (the ωB97M-V functional and the def2-TZVPD basis) on C5H10O2 as an isolated structure.

Last column: natural (NBO) charge in e.
CARTESIAN COORDINATES (ANGSTROEM)
C -2.2121 -0.5497 0.3643  -0.67
C -1.2818 0.4574 -0.2803  0.23
O -0.8590 1.5440 0.3692  -0.68
C 0.4235 -0.8093 -0.3206  0.01
C 1.5343 0.0423 -0.7487  -0.25
C 2.0046 -0.0555 0.6884  -0.09
O 0.8539 -0.8529 1.0304  -0.53
H -3.2242 -0.1918 0.5905  0.22
H -2.3326 -1.3902 -0.3342  0.21
H -1.7433 -0.8929 1.2858  0.23
H -1.5804 0.7008 -1.3202  0.14
H 0.1849 1.9005 -0.2029  0.37
H 0.0935 -1.7839 -0.7317  0.21
H 2.1123 -0.0082 -1.6749  0.24
H 1.0965 1.5725 -0.7985  -0.02
H 2.0078 0.9193 1.1703  0.19
H 2.9222 -0.6024 0.9130  0.19

Highest occupied orbital energy ... -8.1 eV
Spin multiplicity ... 1
Gap between HOMO and LUMO ... 8.46 eV

=====

In eV, relative to the most stable structure: P 4.149; Q 0.000; R 2.548; S 5.084.